ClNO6S2 as an isolated structure at a distorted geometry. Source: the OMol25 dataset; level of theory: ωB97M-V/def2-TZVPD.

Structure (XYZ):
```
10
Properties=species:S:1:pos:R:3:forces:R:3
Cl -1.0706 2.7710 -0.0816 -0.121 0.213 -0.249
S 0.7430 -0.9509 0.9689 4.436 -3.557 1.116
S -0.5454 0.2824 -1.0093 0.571 2.982 -1.457
O -1.8636 0.1072 -1.5438 -1.095 -0.790 -0.780
O 0.4428 0.7361 -1.9843 -0.354 -1.079 -0.345
O -0.1206 -1.1424 -0.4311 -0.137 0.492 0.292
O 1.7624 0.0356 0.6308 -0.319 -1.109 0.595
O 1.3005 -2.3416 1.1705 -0.675 1.897 -1.088
O -0.1752 -0.6906 2.0125 -1.327 0.677 1.271
N -0.4733 1.1933 0.2675 -0.979 0.273 0.645
```
Forces are in eV/Å.

electronic energy: -47966.248 eV
frontier orbital gap: 0.2254 Eh
total charge: -2

Atomic partial charges in e from the Löwdin method, atoms 1 to 8: number 1, Cl, carries 0.37; number 2, S, carries 0.35; number 3, S, carries 0.31; number 4, O, carries -0.38; number 5, O, carries -0.39; number 6, O, carries -0.37; number 7, O, carries -0.37; number 8, O, carries -0.43